Entry 1:
{"formula": "C6H10ClNO", "method": "ωB97M-V/def2-TZVPD", "homo_ev": -7.5, "lumo_ev": 0.92, "e_above_lowest_kcal_mol": 118.80, "symbols": ["C", "C", "C", "C", "C", "C", "N", "O", "Cl", "H", "H", "H", "H", "H", "H", "H", "H", "H", "H"], "coordinates": [[1.42765, 1.11234, -1.20983], [2.31323, 1.91944, -0.58352], [0.54404, 0.56042, -0.11566], [-1.64203, -0.25755, 0.72268], [-0.81779, 0.15245, -0.57074], [1.31187, -1.43737, 0.24909], [0.79855, 1.38505, 0.95297], [2.09180, 1.94918, 0.77833], [3.03568, -1.29917, 0.16682], [1.32275, 0.93479, -2.22830], [3.18806, 2.59631, -0.73014], [-2.32579, 0.67085, 0.91332], [-1.01590, -0.53381, 1.55599], [-2.23914, -1.14413, 0.37304], [-1.40301, 0.95906, -1.21808], [-0.52668, -0.57318, -1.32851], [1.02746, -1.88551, -0.66069], [0.82796, -1.95749, 1.00098], [0.60077, 0.84900, 1.77781]], "forces_ev_per_angstrom": [[0.81, 1.03, 2.71], [-0.08, -0.19, 1.01], [1.96, -1.63, -2.91], [-1.85, 0.81, -2.94], [-0.89, 1.51, 0.36], [-0.43, 3.71, -2.30], [-1.19, 0.32, -0.31], [-0.22, -0.17, 0.44], [0.65, -0.28, 0.71], [-0.05, -0.38, -1.45], [-0.96, -0.94, -0.76], [1.16, -2.03, 0.19], [0.07, 0.02, 0.21], [0.12, 0.88, 0.98], [1.26, -1.18, 1.64], [-0.86, -0.71, 0.33], [-0.45, -0.48, -1.15], [-0.22, -0.78, 2.18], [1.20, 0.51, 1.07]]}

Entry 2:
{"formula": "C6H10ClNO", "method": "ωB97M-V/def2-TZVPD", "homo_ev": -10.1, "lumo_ev": 0.86, "smiles": "CCc1ccon1.CCl", "e_above_lowest_kcal_mol": 60.34, "symbols": ["C", "C", "C", "C", "C", "O", "N", "H", "H", "H", "H", "H", "H", "H", "C", "Cl", "H", "H", "H"], "coordinates": [[0.22529, -2.58223, -0.20965], [0.34069, -1.36209, 0.70677], [0.87568, -0.07020, 0.12658], [2.33299, 0.07668, 0.10944], [2.52814, 1.23119, -0.53385], [1.30298, 1.88129, -0.73794], [0.33689, 1.06218, -0.23653], [-0.51260, -2.24705, -1.01396], [-0.31633, -3.42530, 0.38934], [1.08446, -2.92722, -0.67447], [1.08925, -1.58933, 1.45534], [-0.57364, -0.98824, 1.23135], [3.04203, -0.77985, 0.20544], [3.30675, 1.88167, -0.83710], [-2.90717, 2.06662, 0.13470], [-4.01249, 0.68770, -0.29203], [-2.93375, 2.76877, -0.80988], [-3.34858, 2.63279, 0.94631], [-1.86059, 1.68262, 0.04013]], "forces_ev_per_angstrom": [[-4.99, 0.68, 0.72], [-0.38, 1.58, 0.68], [2.55, 0.38, 0.35], [0.07, -1.45, -1.68], [-1.74, 1.58, 0.12], [1.66, -1.24, 0.98], [-1.49, -1.34, -0.42], [0.92, -0.86, 0.73], [1.18, 1.36, -1.16], [1.84, -0.49, -0.56], [-0.10, -0.08, 0.55], [0.22, -1.29, -0.41], [-0.61, 1.18, 0.29], [0.90, -0.03, -0.19], [0.26, 0.84, -3.76], [0.27, 0.33, 0.30], [-0.25, -1.18, 1.81], [0.62, -0.37, 0.42], [-0.94, 0.40, 1.25]]}

Entry 3:
{"formula": "C6H10F2", "method": "ωB97M-V/def2-TZVPD", "homo_ev": -9.4, "lumo_ev": 1.07, "smiles": "C/C=C(/C)[C@H](F)CF", "e_above_lowest_kcal_mol": 41.74, "symbols": ["C", "C", "C", "C", "C", "F", "C", "F", "H", "H", "H", "H", "H", "H", "H", "H", "H", "H"], "coordinates": [[2.25050, -0.23245, 0.69276], [0.96032, -0.85419, -0.00512], [-0.32480, -0.60329, 0.08063], [-1.29137, -1.58444, -0.64473], [-0.90087, 0.67224, 0.66529], [-2.19883, 0.44824, 1.01909], [-0.72718, 1.80498, -0.44044], [0.66535, 2.20412, -0.45506], [3.22578, -0.27211, -0.00110], [1.96723, 0.83003, 0.86264], [2.56331, -0.89976, 1.55367], [1.20872, -1.72421, -0.61395], [-1.84502, -0.88537, -1.30657], [-2.06004, -2.10211, -0.11981], [-0.72386, -2.34849, -1.23321], [-0.59881, 1.15972, 1.60400], [-1.18566, 2.85274, -0.15851], [-0.98477, 1.53435, -1.49957]], "forces_ev_per_angstrom": [[0.01, -0.49, -1.85], [3.28, -0.69, 0.45], [-0.64, -0.62, 0.64], [0.80, 1.85, -1.28], [0.52, 1.18, -0.73], [-1.74, -0.10, -0.64], [0.08, 2.45, 0.33], [-1.14, -1.02, 0.03], [-2.44, 0.21, 1.14], [0.87, -0.82, 0.65], [-0.73, 1.21, -0.58], [0.01, -0.03, 0.22], [0.05, -0.81, -0.27], [-0.29, -0.15, 1.13], [-0.39, 0.91, 0.42], [1.51, -0.66, -0.41], [0.11, -2.41, -0.41], [0.13, -0.01, 1.16]]}

Entry 4:
{"formula": "C6H10F2O6", "method": "ωB97M-V/def2-TZVPD", "homo_ev": -10.0, "lumo_ev": 0.46, "smiles": "O=C(F)[C@@](O)(F)[C@H](O)[C@@H](O)CO.C=O", "symbols": ["O", "C", "F", "C", "O", "F", "C", "O", "C", "O", "C", "O", "H", "H", "H", "H", "H", "H", "H", "H", "C", "O", "H", "H"], "coordinates": [[-1.31149, -1.66253, 0.41145], [-2.09827, -0.80122, 0.22762], [-3.41291, -1.01599, 0.17976], [-1.90988, 0.71328, 0.01164], [-2.84390, 1.13001, -0.88710], [-2.22612, 1.37310, 1.23762], [-0.39286, 1.00102, -0.39648], [-0.02343, -0.12012, -1.32920], [0.49642, 1.18302, 0.81014], [0.48495, 0.04404, 1.59502], [1.93156, 1.51339, 0.29668], [2.52296, 0.51031, -0.54060], [-3.68562, 0.84041, -0.58952], [-0.49721, 2.04031, -0.99461], [0.82865, 0.06660, -1.59205], [0.05397, 1.97978, 1.40738], [0.53494, -0.71432, 1.05225], [2.51619, 1.67531, 1.25488], [1.93306, 2.44236, -0.35520], [2.35315, -0.27518, -0.01612], [1.18528, -2.95578, -0.41856], [1.49817, -2.11641, 0.34468], [1.62271, -3.01463, -1.42304], [0.43971, -3.83674, -0.28665]], "forces_ev_per_angstrom": [[-0.96, 0.20, -0.07], [0.79, 0.22, 0.65], [-0.83, -0.93, 0.16], [1.02, 0.02, 0.50], [2.05, 0.95, -1.02], [0.62, -0.78, -0.75], [-2.50, 1.17, -2.72], [-3.80, 1.45, 2.47], [0.49, -0.23, -1.60], [0.19, 1.15, 1.79], [0.24, 1.73, 0.48], [-0.70, 0.52, 0.92], [-1.33, -0.45, 0.38], [0.52, -2.28, 1.13], [3.27, 0.71, -0.97], [0.41, 0.30, -0.08], [0.03, -1.56, -0.83], [-0.19, -0.07, -1.24], [-0.06, -0.84, 1.10], [0.42, -0.97, -0.16], [-1.07, -2.75, -1.94], [0.39, 0.77, 1.44], [0.26, 0.24, -0.29], [0.72, 1.42, 0.64]]}

Entry 5:
{"formula": "C6H10INO2S", "method": "ωB97M-V/def2-TZVPD", "homo_ev": [-7.4, -9.3], "lumo_ev": [-1.75, -0.42], "e_above_lowest_kcal_mol": 84.33, "symbols": ["C", "C", "C", "C", "C", "C", "N", "O", "O", "S", "I", "H", "H", "H", "H", "H", "H", "H", "H", "H", "H"], "coordinates": [[0.59005, -2.16493, -0.34938], [0.90569, 0.33889, -0.67084], [-0.11875, -0.77191, -0.45912], [-0.34395, 2.67241, -0.27275], [-0.28680, -3.39098, -0.50638], [0.33393, 2.76277, 1.04500], [-0.83755, -0.52642, 0.76168], [1.74495, -2.18628, -0.04759], [-0.34512, 2.31750, 2.12055], [0.25375, 1.80241, -1.55687], [-2.84733, -0.49427, 0.66382], [1.55102, 0.66672, 0.04351], [1.47480, -0.08724, -1.42084], [-0.70447, -0.79029, -1.30726], [-1.22002, 3.34471, -0.34879], [0.34544, -4.18642, -0.29492], [-0.52257, -3.59960, -1.59705], [-1.12281, -3.22004, 0.08483], [0.54016, 3.93693, 1.27972], [1.36181, 2.16075, 1.02888], [-0.75221, 1.41529, 1.80382]], "forces_ev_per_angstrom": [[-0.57, 0.67, 0.34], [-2.10, -0.06, -2.54], [0.62, 0.50, 2.21], [-1.22, 1.17, 1.28], [1.42, 1.30, -3.09], [4.00, 2.07, -0.56], [0.01, 0.12, 0.26], [0.60, -0.41, -0.11], [-2.97, -3.21, 0.61], [-0.02, -0.86, -0.20], [0.03, -0.16, -0.19], [1.33, 0.26, 2.44], [1.82, -0.75, -1.60], [-1.60, -0.12, -1.99], [0.56, -0.58, -0.50], [0.73, -1.70, 1.18], [-0.23, 0.79, 1.16], [-1.74, -0.33, 0.98], [-0.08, -2.60, -0.67], [-1.61, 1.82, -0.24], [1.03, 2.09, 1.22]]}

Entry 6:
{"formula": "C6H10IO2S", "method": "ωB97M-V/def2-TZVPD", "homo_ev": -3.2, "total_charge": -1, "lumo_ev": 2.87, "e_above_lowest_kcal_mol": 0.56, "symbols": ["C", "C", "C", "C", "C", "C", "O", "O", "S", "I", "H", "H", "H", "H", "H", "H", "H", "H", "H", "H"], "coordinates": [[-1.61771, 0.07285, -0.43940], [-1.29571, 1.24329, 0.40445], [-0.55962, -1.09591, -0.26942], [0.04059, 1.82419, 0.01034], [0.85700, -0.64411, -0.45604], [1.00504, 0.67508, 0.41933], [1.41286, -2.40856, 1.47487], [1.68695, -3.08022, -0.98957], [2.02508, -2.18425, 0.13885], [3.05691, 1.20160, -0.05864], [-2.51961, -0.42289, -0.01092], [-1.61667, 0.46341, -1.40974], [-2.13251, 1.92745, 0.33907], [-1.30414, 0.92801, 1.42651], [-0.71484, -1.45628, 0.80392], [-0.88322, -1.91878, -1.03361], [0.10877, 1.93892, -1.02689], [0.32874, 2.77847, 0.64526], [1.02274, -0.43350, -1.42831], [1.09935, 0.59123, 1.45995]], "forces_ev_per_angstrom": [[0.67, -2.68, 1.99], [-0.61, 0.84, 0.36], [-1.99, -0.68, -0.30], [1.22, 0.02, 3.74], [-1.01, -0.19, 5.00], [1.12, -0.25, -3.24], [-0.35, -0.59, -0.09], [-0.47, -0.76, 0.19], [0.18, 2.09, -0.44], [0.51, 0.72, 0.03], [-0.09, 0.72, -1.15], [-0.75, -0.12, -1.96], [-0.11, 0.67, -0.15], [0.32, -0.11, 0.98], [0.37, 0.04, -1.40], [0.86, 1.15, 1.54], [0.14, 0.73, -1.58], [-0.62, -1.65, -1.60], [0.98, 0.74, -3.29], [-0.36, -0.69, 1.39]]}

Entry 7:
{"formula": "C6H10N", "method": "ωB97M-V/def2-TZVPD", "homo_ev": -13.9, "total_charge": 1, "lumo_ev": -3.90, "e_above_lowest_kcal_mol": 107.18, "symbols": ["C", "C", "C", "C", "C", "C", "N", "H", "H", "H", "H", "H", "H", "H", "H", "H", "H"], "coordinates": [[-0.57536, 0.67297, 0.93195], [0.25840, 0.08151, 0.18059], [-1.93207, 0.56696, 0.36937], [-1.49709, 0.00827, -1.00786], [2.70422, 0.36924, -0.19698], [1.52891, -0.59009, -0.06805], [-2.19202, -0.80936, -0.02348], [-0.17770, 1.30584, 1.73694], [-2.84136, 1.13807, 0.59798], [-1.92211, 0.22421, -2.00595], [3.10758, 0.57570, 0.76909], [2.36808, 1.42302, -0.39639], [3.25341, -0.02185, -1.10415], [1.59463, -1.38092, 0.66510], [1.28945, -1.03651, -0.97644], [-1.71635, -1.47646, 0.59102], [-3.25062, -1.05061, -0.06271]], "forces_ev_per_angstrom": [[-0.95, 2.87, 3.08], [-0.88, -1.85, -3.74], [0.12, 1.45, -1.56], [1.85, 0.49, 1.69], [-0.80, 0.92, -1.61], [-1.07, 1.39, 0.91], [-3.18, -2.19, 1.18], [-0.75, -0.57, 0.45], [0.69, -0.07, -0.10], [0.19, -0.44, 0.79], [1.44, -0.78, 0.40], [-0.10, -1.05, -0.60], [0.45, 0.85, 1.72], [0.52, -0.21, 0.29], [0.27, -1.16, -1.82], [0.08, -0.18, -0.73], [2.14, 0.53, -0.35]]}

Entry 8:
{"formula": "C6H10N", "method": "ωB97M-V/def2-TZVPD", "homo_ev": -14.5, "total_charge": 1, "lumo_ev": -3.98, "smiles": "C/C=[N+]1/[C@@H]2[C@@H](C)[C@@H]21", "e_above_lowest_kcal_mol": 58.76, "symbols": ["C", "C", "N", "C", "C", "C", "C", "H", "H", "H", "H", "H", "H", "H", "H", "H", "H"], "coordinates": [[-0.17716, -2.99230, -0.34260], [-0.85918, -1.68978, -0.61599], [-0.51767, -0.57265, -0.15048], [-0.72781, 0.77075, -0.24091], [0.67587, 1.27920, 0.00000], [0.76603, 2.68244, 0.42854], [0.15404, 0.19978, 0.84731], [0.28685, -3.18704, -1.28484], [-0.88821, -3.71218, -0.00900], [0.66329, -2.95196, 0.36772], [-1.61245, -1.43623, -1.44136], [-1.62321, 1.28984, -0.20521], [1.51105, 0.93121, -0.70407], [1.77426, 3.00726, 0.64829], [0.10794, 2.91588, 1.25502], [0.42069, 3.16812, -0.48496], [0.04567, 0.29766, 1.93253]], "forces_ev_per_angstrom": [[0.15, 1.35, 0.66], [-0.78, 0.42, -1.62], [1.29, -0.54, 1.08], [1.07, 1.35, -0.07], [1.88, -2.22, -2.35], [-0.20, 0.46, -0.34], [-0.04, 0.76, 1.85], [0.01, -0.89, -0.83], [-0.38, -0.86, -0.17], [-0.57, 0.45, 0.03], [0.97, -1.53, 0.97], [-1.65, 0.65, 0.11], [-1.44, 0.68, 0.66], [0.14, -0.06, 0.05], [-0.18, 0.14, 0.16], [0.11, 0.82, 0.33], [-0.40, -0.98, -0.50]]}

Entry 9:
{"formula": "C6H10N", "method": "ωB97M-V/def2-TZVPD", "homo_ev": -14.8, "total_charge": 1, "lumo_ev": -4.98, "smiles": "CC[C@@H]1C[N@@H+]2C=C12", "e_above_lowest_kcal_mol": 105.17, "symbols": ["C", "C", "C", "C", "N", "C", "C", "H", "H", "H", "H", "H", "H", "H", "H", "H", "H"], "coordinates": [[1.67415, 0.79491, -0.96209], [1.19788, -0.18338, 0.13394], [-0.19519, -0.72196, -0.14970], [-1.34616, 0.25026, 0.04875], [-2.16958, -0.54729, 0.92773], [-1.56318, -1.22605, 2.02352], [-0.78991, -1.51470, 0.99256], [1.68636, 0.25042, -1.84616], [2.66437, 1.24607, -0.90172], [0.95320, 1.54209, -0.96604], [1.02096, 0.35732, 0.99952], [1.85849, -1.07557, 0.39866], [-0.27029, -1.44851, -0.89925], [-1.07946, 1.17872, 0.35840], [-2.03149, 0.43918, -0.85619], [-3.08697, -0.69077, 0.54758], [-1.79040, -1.45188, 3.00374]], "forces_ev_per_angstrom": [[0.75, -1.52, 1.44], [1.16, -1.77, -0.61], [0.23, -0.20, 1.20], [-1.66, -0.67, -4.30], [-1.33, 0.91, 1.26], [2.04, -0.41, -3.60], [-0.63, -0.37, 2.51], [-0.19, -0.68, -2.01], [-0.08, -0.20, 0.75], [-1.19, 1.67, -0.52], [0.30, 1.11, 2.10], [-0.49, 1.36, -0.59], [-0.05, -0.26, -2.20], [0.84, 2.73, 1.55], [1.41, -0.38, 0.96], [-0.47, -1.18, 0.23], [-0.63, -0.12, 1.83]]}

Entry 10:
{"formula": "C6H10N", "method": "ωB97M-V/def2-TZVPD", "homo_ev": -14.0, "total_charge": 1, "lumo_ev": -5.03, "e_above_lowest_kcal_mol": 74.74, "symbols": ["C", "C", "C", "C", "C", "C", "N", "H", "H", "H", "H", "H", "H", "H", "H", "H", "H"], "coordinates": [[3.47740, -0.48756, -0.11353], [1.41542, 0.85441, 0.31483], [-2.78160, 0.65564, -0.47173], [-2.82388, -0.31939, 0.69452], [-1.59676, -0.06788, -0.03770], [-0.28022, -0.30692, -0.25626], [2.49889, 0.42580, 0.21481], [4.29647, 0.05446, -0.59254], [3.86068, -0.93152, 0.80831], [0.89373, 1.71493, 0.65440], [-3.23765, 0.36716, -1.40827], [-2.85654, 1.71575, -0.27736], [-2.93119, 0.06243, 1.69948], [-3.30789, -1.27617, 0.55135], [0.16057, -1.16265, 0.23645], [3.11221, -1.27183, -0.78308], [0.10034, -0.02667, -1.23367]], "forces_ev_per_angstrom": [[1.63, -1.04, -0.36], [1.54, 0.27, 0.49], [-0.06, 0.08, -0.17], [-0.07, -0.17, 0.21], [0.95, 0.31, -0.13], [-0.92, -0.64, -0.27], [-2.63, 0.91, 0.14], [-0.02, -0.16, 0.01], [-0.03, 0.00, -0.11], [-0.47, 0.37, 0.07], [-0.02, -0.12, -0.08], [0.06, 0.10, 0.15], [0.06, 0.14, 0.08], [0.01, -0.08, -0.08], [0.07, -0.11, 0.07], [-0.10, 0.13, 0.10], [0.01, 0.01, -0.13]]}

Entry 11:
{"formula": "C6H10N", "method": "ωB97M-V/def2-TZVPD", "homo_ev": -13.3, "total_charge": 1, "lumo_ev": -3.73, "smiles": "C=C1[C@H]2C[C@H]2[C@H]1[NH3+]", "e_above_lowest_kcal_mol": 47.84, "symbols": ["C", "C", "C", "C", "C", "C", "N", "H", "H", "H", "H", "H", "H", "H", "H", "H", "H"], "coordinates": [[-0.31909, -0.61434, -2.14438], [-0.12469, 0.01587, -0.98890], [-0.63572, 1.19697, -0.34343], [-1.18574, 0.92749, 1.02094], [0.27110, 1.06763, 0.88430], [1.00677, -0.17282, 0.09183], [0.96532, -1.45635, 0.81077], [0.00358, -1.52780, -2.62152], [-1.01975, -0.04667, -2.83144], [-0.96407, 2.12222, -0.84366], [-1.81203, 1.71780, 1.47577], [-1.61944, 0.00391, 1.30780], [0.75106, 1.95696, 1.14438], [2.06444, -0.00948, -0.23087], [1.31401, -2.24767, 0.37066], [-0.09528, -1.50856, 1.07724], [1.39953, -1.42516, 1.82051]], "forces_ev_per_angstrom": [[-1.92, 1.97, -1.07], [2.31, -2.27, -0.65], [-1.59, 1.56, -0.24], [-0.86, 0.19, 0.35], [1.30, -0.93, -1.89], [-0.99, 2.02, 0.17], [-2.94, 1.84, 5.51], [0.77, -0.04, 0.63], [0.52, -0.91, 0.86], [0.45, -0.57, 0.27], [1.01, -0.14, -0.29], [-0.35, -1.11, -0.12], [1.17, 0.76, 0.98], [-1.10, 0.28, 0.14], [0.51, -1.97, -1.42], [2.17, -0.82, -0.85], [-0.45, 0.14, -2.38]]}

Entry 12:
{"formula": "C6H10N", "method": "ωB97M-V/def2-TZVPD", "homo_ev": -13.9, "total_charge": 1, "lumo_ev": -3.41, "smiles": "C#C[C@@]1(C)C[N@H+]1C", "e_above_lowest_kcal_mol": 80.82, "symbols": ["C", "C", "C", "C", "C", "N", "C", "H", "H", "H", "H", "H", "H", "H", "H", "H", "H"], "coordinates": [[-1.66003, 0.62347, -1.90764], [-1.04889, 0.41537, -0.89153], [-0.41757, 0.27765, 0.33283], [-1.01619, 1.01320, 1.48977], [0.10204, -1.35425, 0.65711], [0.95780, -0.22083, 0.25860], [1.67890, -0.29241, -1.10109], [-2.47000, 0.56194, -2.64680], [-2.07195, 0.76191, 1.42453], [-0.74447, 2.05641, 1.38953], [-0.36472, 0.57417, 2.27846], [0.00666, -1.51339, 1.74528], [-0.26761, -2.11631, -0.05779], [1.64964, -0.07673, 1.12908], [2.41526, 0.47294, -1.10906], [2.15371, -1.23489, -1.14511], [1.09742, 0.05174, -1.84618]], "forces_ev_per_angstrom": [[-1.25, -0.68, 0.04], [-0.79, 0.57, -2.33], [0.43, -3.49, 1.05], [2.63, -0.85, -0.12], [-2.65, 2.36, -0.38], [3.02, -0.74, 1.65], [1.50, 0.42, 3.74], [1.11, 0.39, 0.35], [0.07, 0.29, 0.83], [-0.56, 0.38, 0.14], [-1.46, 0.64, 0.65], [0.47, -0.12, -0.87], [0.83, 0.78, 0.37], [-1.83, 0.40, -2.70], [1.06, 0.58, 0.57], [0.11, -1.01, -0.48], [-2.69, 0.06, -2.50]]}